# 1
{
  "formula": "C34H41BIN9O2PtS",
  "method": "the ωB97M-V functional and the def2-TZVPD basis",
  "symbols": ["Pt", "C", "C", "C", "C", "C", "C", "N", "N", "B", "N", "C", "C", "C", "N", "C", "C", "C", "N", "C", "C", "C", "N", "C", "C", "C", "H", "H", "H", "H", "H", "H", "H", "H", "H", "H", "H", "H", "H", "H", "H", "H", "H", "H", "H", "H", "H", "H", "H", "H", "H", "H", "H", "H", "S", "C", "N", "C", "C", "C", "N", "H", "H", "H", "H", "C", "C", "C", "N", "C", "C", "H", "H", "H", "H", "H", "I", "C", "C", "C", "C", "C", "C", "C", "O", "O", "H", "H", "H", "H"],
  "coordinates": [[-0.386, -0.447, -0.989], [-2.968, -0.901, -5.069], [-2.222, 0.158, -4.250], [-0.734, -0.165, -4.193], [-2.882, 0.312, -2.908], [-4.214, 0.686, -2.671], [-4.367, 0.650, -1.307], [-3.202, 0.280, -0.748], [-2.290, 0.072, -1.741], [-2.885, 0.110, 0.752], [-1.740, 1.157, 1.075], [-1.672, 2.115, 2.052], [-0.783, 3.104, 1.604], [-0.350, 2.693, 0.357], [-0.911, 1.477, 0.098], [0.329, 3.516, -0.704], [0.207, 2.909, -2.096], [-0.314, 4.915, -0.709], [-2.423, -1.326, 1.031], [-2.917, -2.240, 1.879], [-2.447, -3.480, 1.510], [-1.671, -3.256, 0.358], [-1.656, -1.947, 0.105], [-1.142, -4.308, -0.581], [-0.447, -5.442, 0.171], [-0.269, -3.781, -1.715], [-2.537, -0.978, -6.067], [-4.025, -0.660, -5.175], [-2.891, -1.878, -4.588], [-2.338, 1.120, -4.759], [-0.564, -1.157, -3.760], [-0.169, 0.577, -3.625], [-0.326, -0.184, -5.203], [-4.958, 0.939, -3.405], [-5.224, 0.858, -0.689], [-3.834, 0.387, 1.425], [-2.403, 2.148, 2.843], [-0.563, 4.033, 2.099], [1.380, 3.644, -0.434], [-0.846, 2.845, -2.387], [0.657, 1.924, -2.163], [0.708, 3.556, -2.816], [-1.377, 4.845, -0.949], [0.165, 5.532, -1.468], [-0.210, 5.422, 0.249], [-3.599, -1.949, 2.662], [-2.686, -4.426, 1.962], [-2.043, -4.722, -1.048], [0.418, -5.068, 0.723], [-0.097, -6.199, -0.530], [-1.115, -5.931, 0.879], [0.742, -3.557, -1.372], [-0.699, -2.888, -2.181], [-0.185, -4.540, -2.493], [-0.304, 0.605, 3.641], [-1.229, 0.812, 5.061], [-0.747, 0.289, 6.224], [-1.390, 0.418, 7.405], [-2.572, 1.092, 7.444], [-3.035, 1.603, 6.224], [-2.393, 1.469, 5.077], [0.138, -0.201, 6.190], [-0.913, -0.030, 8.266], [-3.117, 1.224, 8.365], [-3.973, 2.144, 6.180], [3.187, -3.457, 0.351], [3.246, -2.874, -0.875], [2.553, -1.569, -1.120], [1.395, -1.339, -0.247], [1.400, -1.916, 0.920], [2.336, -2.907, 1.315], [3.774, -4.337, 0.575], [3.886, -3.249, -1.661], [2.228, -1.469, -2.157], [0.577, -1.677, 1.585], [2.284, -3.301, 2.319], [8.522, 4.261, -0.012], [6.863, 3.069, -0.385], [5.717, 3.636, -0.935], [4.616, 2.838, -1.182], [4.650, 1.478, -0.883], [5.804, 0.916, -0.338], [6.908, 1.711, -0.088], [3.451, 0.671, -1.177], [3.623, -0.636, -0.877], [2.428, 1.086, -1.666], [5.692, 4.690, -1.173], [3.723, 3.259, -1.624], [5.842, -0.139, -0.111], [7.804, 1.277, 0.331]],
  "max_force_ev_per_a": 0.7,
  "total_charge": 2,
  "homo_lumo_gap_ev": [6.6, 4.5],
  "multiplicity": 5,
  "relative_energy_kcal_mol": 10.0,
  "homo_ev": [-12.4, -12.4]
}

=====

# 2
{
  "formula": "C28H40BN8ORuS5",
  "method": "the ωB97M-V functional and the def2-TZVPD basis",
  "symbols": ["Ru", "C", "C", "C", "C", "N", "C", "C", "N", "B", "N", "C", "C", "N", "C", "S", "C", "C", "C", "C", "N", "C", "C", "N", "C", "S", "C", "C", "C", "C", "C", "S", "H", "H", "H", "H", "H", "H", "H", "H", "H", "H", "H", "H", "H", "H", "H", "H", "H", "H", "H", "H", "H", "H", "H", "H", "H", "H", "H", "H", "H", "H", "H", "H", "H", "H", "S", "C", "S", "C", "C", "N", "C", "N", "C", "O", "C", "C", "H", "H", "H", "H", "H", "H"],
  "coordinates": [[0.812, 0.528, 0.499], [2.849, -4.018, 0.513], [2.001, -3.958, -0.762], [2.690, -2.999, -1.727], [1.911, -5.334, -1.431], [0.620, -3.564, -0.362], [-0.078, -4.362, 0.548], [-1.155, -3.673, 0.944], [-1.150, -2.459, 0.296], [-2.132, -1.316, 0.668], [-2.867, -0.889, -0.660], [-3.368, -1.959, -1.373], [-3.683, -1.549, -2.611], [-3.395, -0.196, -2.679], [-2.924, 0.218, -1.451], [-2.590, 1.812, -0.992], [-3.505, 0.627, -3.901], [-2.137, 1.229, -4.243], [-3.928, -0.265, -5.068], [-4.568, 1.715, -3.717], [-1.485, -0.181, 1.529], [-2.310, 0.839, 1.988], [-1.648, 1.555, 2.904], [-0.379, 1.007, 3.065], [-0.274, -0.110, 2.232], [0.802, -1.460, 2.354], [0.595, 1.629, 4.005], [1.954, 0.939, 4.055], [-0.027, 1.596, 5.405], [0.820, 3.072, 3.548], [-0.072, -2.395, -0.515], [0.276, -1.070, -1.525], [3.869, -4.311, 0.259], [2.454, -4.732, 1.237], [2.880, -3.032, 0.980], [3.672, -3.431, -1.941], [2.833, -2.014, -1.289], [2.141, -2.884, -2.659], [2.910, -5.657, -1.728], [1.284, -5.277, -2.323], [1.496, -6.093, -0.766], [0.276, -5.327, 0.858], [-1.914, -3.916, 1.665], [-2.990, -1.862, 1.343], [-3.414, -2.945, -0.946], [-4.069, -2.109, -3.440], [-1.387, 0.435, -4.292], [-1.822, 1.941, -3.486], [-2.194, 1.730, -5.212], [-3.199, -1.058, -5.243], [-3.981, 0.351, -5.966], [-4.913, -0.708, -4.911], [-4.292, 2.367, -2.891], [-5.537, 1.257, -3.502], [-4.661, 2.307, -4.630], [-3.289, 0.998, 1.578], [-1.949, 2.454, 3.410], [1.894, -0.059, 4.483], [2.597, 1.564, 4.681], [2.412, 0.861, 3.070], [-0.239, 0.565, 5.697], [-0.954, 2.171, 5.459], [0.678, 2.022, 6.122], [1.308, 3.096, 2.571], [1.470, 3.583, 4.262], [-0.117, 3.628, 3.476], [3.324, 3.669, 0.870], [3.973, 2.108, 0.976], [3.173, 0.678, 0.365], [5.211, 1.881, 1.627], [6.014, 2.947, 2.127], [6.708, 3.761, 2.568], [5.766, 0.584, 1.828], [6.283, -0.438, 1.998], [0.077, 4.453, -0.242], [0.074, 3.135, 0.288], [0.455, 2.082, -0.436], [0.854, 2.399, -1.846], [1.041, 4.686, -0.694], [-0.083, 5.108, 0.612], [-0.736, 4.580, -0.964], [0.218, 3.159, -2.311], [0.861, 1.506, -2.462], [1.879, 2.781, -1.761]],
  "max_force_ev_per_a": 1.0,
  "total_charge": -2,
  "homo_lumo_gap_ev": [5.0, 4.9],
  "multiplicity": 2,
  "relative_energy_kcal_mol": 16.4,
  "homo_ev": [-1.1, -1.0]
}

=====

no.,molar mass (g/mol)
1,972.62
2,776.90